Record 1
124
Properties=species:S:1:pos:R:3 method="wB97M-V/def2-TZVPD" total_charge=-1 gap_ev=6.995 spin_multiplicity=1 homo_ev=-5.315 mol_weight_g_mol=902.07
C -2.4353 0.9349 5.1399
C -1.9158 0.0234 4.3259
B -1.1846 -0.7065 3.0195
F -0.1446 0.1876 2.4150
C -2.2641 -1.1654 1.8582
C -3.4243 -0.0819 1.5392
C -2.9049 1.2435 0.7692
C -2.5605 2.4601 1.7927
C -1.8620 3.6774 0.9375
C -1.3427 4.7465 2.0554
C 0.0763 5.4246 1.6939
C 0.0747 6.2536 0.2947
C 1.5472 6.1203 -0.3503
C 1.6082 6.2693 -1.9551
C 1.1200 4.9699 -2.7785
O -0.2484 4.5695 -2.5101
C -1.2133 5.4962 -3.0673
C -0.4175 -2.0722 3.5335
C 1.0234 -2.3192 2.8683
O 1.9904 -2.7260 3.5754
F 1.3065 -2.1156 1.4483
H -3.0486 1.7887 5.6245
H -1.7577 -1.4511 0.8615
H -2.8070 -2.1240 2.2411
H -4.1756 -0.6076 0.8166
H -4.0244 0.1696 2.5039
H -2.0575 1.0411 0.0047
H -3.8078 1.6260 0.1334
H -1.7894 2.1724 2.5960
H -3.4980 2.8486 2.3606
H -2.6815 4.0916 0.2474
H -0.9629 3.2670 0.3241
H -1.2290 4.2034 3.0715
H -2.1679 5.5349 2.1918
H 0.3069 6.1768 2.5519
H 0.9188 4.6289 1.6832
H -0.1620 7.3609 0.5467
H -0.7804 5.8614 -0.3616
H 2.1833 6.9844 0.0879
H 2.0800 5.1381 -0.0672
H 2.7181 6.4472 -2.2386
H 1.0363 7.2085 -2.3116
H 1.1881 5.2350 -3.9110
H 1.8686 4.0943 -2.6135
H -1.5706 5.1832 -4.1255
H -2.1487 5.4758 -2.3733
H -0.8580 6.5861 -3.1330
H -1.0658 -3.0015 3.2550
H -0.2832 -1.9801 4.6856
C 2.1316 -2.9568 -1.5663
C 2.9642 -3.1088 -2.8401
C 2.0181 -2.9428 -4.0294
S 0.6887 -1.8864 -3.4666
O -0.5394 -2.6529 -3.4617
O 0.7926 -0.5989 -4.1219
C 1.2624 -1.7266 -1.7864
H 2.7604 -2.8496 -0.6822
H 1.5012 -3.8425 -1.4285
H 3.7311 -2.3285 -2.8682
H 3.4765 -4.0737 -2.8753
H 2.5177 -2.4740 -4.8788
H 1.5855 -3.8985 -4.3332
H 0.4124 -1.6740 -1.1054
H 1.8542 -0.8102 -1.7216
C 5.4383 2.5958 -4.4119
C 6.7079 1.7484 -4.5126
C 6.5425 0.5599 -3.5643
S 4.7837 0.2544 -3.4480
O 4.3573 0.5295 -2.0946
O 4.4704 -0.9882 -4.1181
C 4.2780 1.6125 -4.4872
H 5.3842 3.3417 -5.2082
H 5.4213 3.1231 -3.4520
H 6.8239 1.3868 -5.5400
H 7.6013 2.3277 -4.2663
H 7.0403 -0.3325 -3.9466
H 6.9121 0.7920 -2.5634
H 3.3377 2.0284 -4.1251
H 4.1534 1.2277 -5.5022
C 5.8018 -2.3086 2.9979
C 5.3126 -1.0287 2.3187
C 5.8065 -1.0594 0.8710
S 5.9558 -2.7865 0.4309
O 7.3533 -3.0854 0.2030
O 4.9276 -3.1233 -0.5286
C 5.4901 -3.4371 2.0251
H 5.3165 -2.4660 3.9637
H 6.8826 -2.2472 3.1675
H 4.2178 -1.0041 2.3342
H 5.6678 -0.1347 2.8373
H 5.1011 -0.5730 0.1946
H 6.7923 -0.5995 0.7743
H 6.0488 -4.3500 2.2323
H 4.4180 -3.6490 1.9994
C -3.9038 -3.8293 -3.0674
C -4.0297 -2.5795 -3.9389
C -5.4326 -2.0092 -3.7237
S -5.9224 -2.4945 -2.0731
O -7.0412 -3.4064 -2.1741
O -5.9543 -1.3261 -1.2230
C -4.4547 -3.4382 -1.7021
H -2.8693 -4.1733 -2.9993
H -4.5035 -4.6404 -3.4954
H -3.2807 -1.8432 -3.6293
H -3.8527 -2.8029 -4.9939
H -5.4405 -0.9207 -3.7979
H -6.1498 -2.4353 -4.4282
H -4.7107 -4.2960 -1.0802
H -3.7608 -2.7817 -1.1709
C -5.0822 -3.3725 6.3649
C -6.3326 -3.7840 5.5855
C -6.7176 -2.6103 4.6833
S -5.1990 -1.7307 4.3320
O -5.2783 -0.4203 4.9337
O -4.8482 -1.9231 2.9432
C -4.1413 -2.7530 5.3401
H -4.6205 -4.2242 6.8701
H -5.3486 -2.6309 7.1257
H -6.1064 -4.6623 4.9712
H -7.1548 -4.0542 6.2533
H -7.1631 -2.9512 3.7475
H -7.3973 -1.9223 5.1900
H -3.3553 -2.1456 5.7897
H -3.7030 -3.5184 4.6948

***

Record 2
6
Properties=species:S:1:pos:R:3 method="wB97M-V/def2-TZVPD" de_lowest_ev=7.178 gap_ev="8.052 / 6.297" spin_multiplicity=1 homo_ev="-8.337 / -7.831" mol_weight_g_mol=153.95
C -0.3737 -0.2298 -1.1291
C 0.5095 -0.3803 1.9814
I 1.3263 -0.3372 0.1178
H -1.0802 0.5079 -0.7498
H -0.0027 0.0801 -2.2592
H -0.3793 0.3593 2.0388

***

Max |F| (computed, eV/A): 7.8, 4.1